The following is a DFT calculation (wB97M-V/def2-TZVPD) of a cluster of 13 separate species, C39H93O44P5 in total.

* energy above the lowest of the compared OMol25 structures with the same formula, charge and spin: 0.0 kcal/mol
* HOMO: -0.3798 hartree
* LUMO level: 0.5 eV

Cartesian coordinates (Å):
C: -3.2045 -1.5629 0.8468
O: -4.0072 -2.3787 1.7007
P: -5.6457 -2.1692 1.8776
O: -6.2478 -3.2078 2.7061
O: -6.2128 -2.2965 0.3427
C: -5.9441 -3.4833 -0.3974
O: -5.8495 -0.6051 2.3217
C: -7.1253 0.0476 2.3063
H: -3.5452 -0.5574 0.5998
H: -3.2248 -2.0529 -0.1266
H: -2.1823 -1.6781 1.2072
H: -5.2699 -3.2847 -1.2305
H: -6.9192 -3.7735 -0.7886
H: -5.5278 -4.2652 0.2378
H: -7.4225 0.2641 3.3324
H: -7.9221 -0.4360 1.7411
H: -6.9610 1.0210 1.8442
C: 4.7499 -5.5884 3.3476
O: 4.5423 -4.1734 3.5341
P: 3.9317 -3.2809 2.2948
O: 4.8275 -3.3670 1.0881
O: 3.7030 -1.7916 2.9034
C: 2.8925 -1.5703 4.0197
O: 2.4060 -4.0076 2.1439
C: 1.4234 -3.3459 1.3275
H: 5.4472 -5.7145 2.5194
H: 3.7713 -6.0441 3.1971
H: 5.1682 -6.0470 4.2436
H: 2.7006 -2.4940 4.5656
H: 1.9059 -1.2824 3.6565
H: 3.2114 -0.7826 4.7023
H: 1.8824 -2.4956 0.8231
H: 0.5844 -2.9927 1.9270
H: 0.8932 -3.9455 0.5876
C: -5.9465 1.4901 -7.3413
O: -5.0814 1.1353 -6.3643
P: -5.4007 0.8474 -4.8199
O: -5.7724 2.1083 -4.1787
O: -4.0085 0.1387 -4.2365
C: -3.8973 -0.0234 -2.8220
O: -6.5576 -0.2785 -4.8169
C: -6.3257 -1.5667 -5.3254
H: -5.9176 0.6825 -8.0728
H: -5.5728 2.4312 -7.7449
H: -6.9761 1.6364 -7.0148
H: -4.4104 0.7024 -2.1910
H: -2.8719 0.2955 -2.6352
H: -4.0262 -1.0432 -2.4594
H: -6.5351 -2.3040 -4.5503
H: -5.3221 -1.6209 -5.7471
H: -6.9848 -1.7759 -6.1680
C: 4.2263 3.9840 -5.9037
O: 3.4959 2.8853 -5.4073
P: 2.2243 2.4431 -6.2897
O: 1.6229 3.5726 -7.0302
O: 2.9158 1.2791 -7.1558
C: 3.2300 0.1111 -6.4623
O: 1.3438 1.7051 -5.1585
C: 0.5347 2.5227 -4.4384
H: 4.1228 4.8257 -5.2190
H: 4.2689 4.2828 -6.9511
H: 5.1943 3.5324 -5.6866
H: 4.3063 -0.0605 -6.4499
H: 2.6568 -0.7267 -6.8592
H: 2.9461 0.0004 -5.4158
H: 0.2629 2.1892 -3.4369
H: -0.3316 2.9616 -4.9335
H: 1.2125 3.3199 -4.1334
C: 5.7829 0.0378 -3.7535
O: 5.5804 0.2618 -2.3190
P: 4.2340 0.9808 -1.8352
O: 3.0069 0.2383 -2.1787
O: 4.3941 2.5931 -2.3357
C: 5.6499 3.2833 -2.1950
O: 4.5065 1.1553 -0.2156
C: 4.5465 0.0130 0.5725
H: 6.7907 0.3383 -4.0401
H: 5.1778 0.6746 -4.3989
H: 5.5703 -0.9839 -4.0679
H: 6.5284 2.6803 -2.4245
H: 5.7441 3.7284 -1.2045
H: 5.6354 4.1071 -2.9086
H: 5.5350 -0.3914 0.7904
H: 3.8569 -0.7604 0.2343
H: 4.1632 0.1583 1.5825
C: 0.0397 0.2933 -0.8364
O: -0.6771 0.4225 0.4050
C: 0.0085 0.3468 1.5446
O: 1.1634 -0.1087 1.7027
O: -0.8245 0.5246 2.4825
C: -0.5725 0.0180 3.8033
H: 0.9945 0.8191 -0.8336
H: -0.4680 0.7966 -1.6593
H: 0.1716 -0.7492 -1.1261
H: -1.4522 0.1632 4.4303
H: 0.2614 0.5232 4.2907
H: -0.1851 -0.9992 3.8599
C: 0.2690 4.1312 1.0184
O: -0.1117 3.6560 -0.2940
C: -1.3180 3.9546 -0.8279
O: -2.1254 4.6218 -0.2728
O: -1.2873 3.4818 -2.0266
C: -2.5217 3.7098 -2.7789
H: -0.4676 3.9741 1.8064
H: 0.3625 5.2167 1.0512
H: 1.2123 3.6394 1.2561
H: -3.2172 2.9199 -2.4954
H: -2.3469 3.5440 -3.8420
H: -3.0007 4.6806 -2.6516
C: 3.4265 2.1557 3.7729
O: 3.4400 3.4935 4.1594
C: 2.2756 4.2045 4.2005
O: 1.1173 3.8098 3.9108
O: 2.5678 5.3526 4.7857
C: 1.6492 6.4686 4.8078
H: 4.3498 1.7611 3.3488
H: 2.6694 2.0209 3.0004
H: 3.2634 1.6247 4.7107
H: 1.4704 6.8298 5.8205
H: 0.6740 6.2722 4.3621
H: 2.0787 7.2666 4.2021
C: -6.2815 3.5766 -1.0352
O: -5.6492 3.7898 0.2634
C: -4.9068 2.8061 0.8278
O: -4.6763 1.6504 0.3270
O: -4.3723 3.3482 1.9375
C: -3.6675 2.4680 2.7839
H: -5.7525 2.8731 -1.6781
H: -6.4497 4.5077 -1.5763
H: -7.2766 3.1667 -0.8627
H: -4.1381 1.4876 2.8568
H: -3.6283 2.8079 3.8189
H: -2.7037 2.1973 2.3528
C: -1.0668 -3.6547 4.9674
O: -0.4266 -3.7649 6.2546
C: 0.2157 -2.6679 6.7155
O: 0.2634 -1.5336 6.2008
O: 0.8930 -3.0532 7.7537
C: 2.0954 -2.4001 8.1647
H: -1.7453 -2.8125 4.8317
H: -1.7309 -4.5156 4.8903
H: -0.3304 -3.6411 4.1639
H: 2.1171 -2.6102 9.2340
H: 2.0795 -1.3403 7.9103
H: 2.8929 -2.8844 7.6011
C: 4.6130 2.8913 7.1324
O: 3.3566 3.1327 7.5895
C: 2.4635 2.1576 7.6640
O: 2.7354 1.0044 7.7081
O: 1.2217 2.6932 7.8018
C: 0.1130 1.8296 8.0163
H: 5.0172 3.8484 6.8027
H: 4.6722 2.1953 6.2957
H: 5.2140 2.5929 7.9915
H: -0.6494 2.5017 8.4103
H: 0.3063 0.9939 8.6889
H: -0.2522 1.4760 7.0521
C: -3.8161 -3.6274 -4.3195
O: -2.6284 -3.0277 -4.8640
C: -1.6501 -2.5817 -4.1008
O: -1.5712 -2.7211 -2.8907
O: -0.7215 -2.0054 -4.9241
C: 0.4401 -1.3876 -4.3478
H: -4.2904 -3.0261 -3.5439
H: -3.5385 -4.5665 -3.8407
H: -4.5067 -3.7607 -5.1521
H: 0.9658 -0.7851 -5.0885
H: 1.0230 -2.2088 -3.9307
H: 0.1719 -0.7108 -3.5366
C: 2.8248 -3.3224 -2.7723
O: 2.1118 -4.5625 -3.0849
C: 2.7821 -5.6121 -3.6168
O: 3.9586 -5.5749 -4.0566
O: 1.9449 -6.7406 -3.4459
C: 2.3987 -8.0060 -3.6229
H: 3.7293 -3.5500 -2.2082
H: 2.2146 -2.5519 -2.3010
H: 3.1499 -2.9432 -3.7411
H: 2.7250 -8.2349 -2.6083
H: 3.1415 -8.2906 -4.3681
H: 1.5283 -8.6158 -3.8652

Atoms 1-6, force components in eV/Å:
C 0.1 -0.9 -1.4
O -2.7 0.9 1.2
P 1.2 0.3 -1.4
O 0.2 0.3 0.5
O 0.8 1.4 1.3
C -0.5 -0.1 0.1

Results of the Mulliken charge analysis, in e, for atoms 1 through 5:
1. C 0.287
2. O -0.449
3. P 0.833
4. O -0.780
5. O -0.323

The following is a DFT calculation (wB97M-V/def2-TZVPD) of a structure of composition C39H95LiN15O11.

* energy above the lowest of the compared OMol25 structures with the same formula, charge and spin: 0.0 kcal/mol
* HOMO: -0.2114 hartree
* charge: -1
* LUMO level: 2.0 eV

Cartesian coordinates (Å):
Li: 0.7357 -3.1539 0.9758
C: -0.5615 -2.5144 -2.5082
C: 0.5673 -2.0319 -1.6153
C: 0.1416 -0.8399 -0.7814
O: 0.9338 -3.0984 -0.7776
H: -0.7840 -1.9619 -3.3586
H: -1.4217 -2.3982 -1.8598
H: -0.5377 -3.5967 -2.7062
H: 1.4685 -1.6858 -2.1862
H: -0.8163 -1.0891 -0.3177
H: -0.0547 0.0551 -1.4294
H: 0.9548 -0.5845 -0.0323
C: 5.0739 2.3449 2.4764
C: 4.1764 1.1073 2.1924
C: 2.9871 1.4087 1.2278
O: 4.9346 0.0712 1.6205
H: 5.7227 2.6602 1.6864
H: 5.7477 2.0766 3.3133
H: 4.5018 3.2513 2.6306
H: 3.8507 0.8802 3.1399
H: 3.3917 1.5468 0.2041
H: 2.5947 2.3898 1.4083
H: 2.1881 0.6498 1.1898
C: 2.5869 4.5894 -1.6850
C: 1.7066 5.5767 -2.4703
C: 2.3930 6.0169 -3.7017
C: 2.5299 5.0146 -4.8684
C: 1.1086 4.5454 -5.2686
C: 0.2476 4.0176 -4.1227
N: 0.3445 4.9286 -2.8626
O: -0.2665 4.2415 -1.7606
C: -1.2286 4.0504 -4.5037
C: 0.6451 2.5283 -3.9529
C: 1.3813 6.7025 -1.5495
H: 3.6203 4.7371 -1.9451
H: 2.3180 3.5669 -1.9443
H: 2.4740 4.5653 -0.5713
H: 1.9952 6.9988 -4.0684
H: 3.4831 6.2289 -3.4505
H: 3.0937 4.1222 -4.5157
H: 3.0052 5.4602 -5.7569
H: 1.1443 3.7861 -6.0938
H: 0.5977 5.4628 -5.6619
H: -1.5688 5.0628 -4.4855
H: -1.4699 3.5477 -5.4330
H: -1.8589 3.5372 -3.8237
H: 0.3269 1.9432 -4.7360
H: 1.7390 2.4706 -3.8223
H: 0.2818 2.1044 -3.0329
H: 0.7709 7.5164 -2.0054
H: 2.2369 7.2183 -1.2380
H: 0.8595 6.1888 -0.7217
H: 0.1263 3.3870 -1.6271
C: -3.5298 0.0454 3.2549
C: -2.6964 1.2471 3.6096
C: -3.2668 1.7973 4.9538
C: -2.3706 2.8990 5.4900
C: -0.9890 2.3531 5.6392
C: -0.3150 1.8184 4.4123
N: -1.2675 0.8490 3.8475
O: -0.6995 0.6235 2.5347
C: 0.3387 2.7524 3.4436
C: 0.8707 0.9482 4.8431
C: -2.8806 2.3102 2.5154
H: -3.5836 -0.6256 4.1322
H: -2.9981 -0.4622 2.4431
H: -4.4534 0.4361 2.8804
H: -4.2592 2.0591 4.7224
H: -3.1472 1.0489 5.7125
H: -2.7441 3.1098 6.4921
H: -2.3451 3.8615 5.0156
H: -0.9831 1.4713 6.3807
H: -0.3381 3.1173 6.0121
H: 0.8265 2.1171 2.6880
H: -0.4155 3.3439 2.9500
H: 0.9280 3.5011 3.9963
H: 1.6235 1.6146 5.2214
H: 0.8308 0.2242 5.7021
H: 1.2984 0.4793 4.0080
H: -2.3644 3.2757 2.6731
H: -3.9737 2.4665 2.3700
H: -2.5024 2.0120 1.5696
H: -0.3385 -0.3034 2.4656
C: -4.0725 1.6275 -1.5987
C: -4.2283 0.1408 -2.1029
C: -3.6810 -0.8960 -1.1702
C: -4.6618 -1.2393 0.0186
C: -5.9649 -1.7278 -0.5577
C: -6.6675 -0.7170 -1.4329
N: -5.6618 -0.2937 -2.5295
O: -6.1167 0.8502 -3.2873
C: -7.7429 -1.4443 -2.1626
C: -7.1875 0.4747 -0.6266
C: -3.5536 -0.0057 -3.4551
H: -4.5515 1.8776 -0.6296
H: -4.5726 2.2583 -2.3543
H: -3.0123 1.8805 -1.4775
H: -3.5955 -1.8501 -1.6886
H: -2.7128 -0.4971 -0.8606
H: -4.8684 -0.3441 0.6663
H: -4.2134 -1.9883 0.6353
H: -6.5873 -2.0854 0.2994
H: -5.7862 -2.6653 -1.1287
H: -7.3967 -2.3755 -2.6202
H: -8.4413 -1.8032 -1.4340
H: -8.1930 -0.9742 -3.0301
H: -8.0294 0.1545 -0.0002
H: -6.5373 1.0418 -0.0185
H: -7.5064 1.3108 -1.3112
H: -3.9500 0.5556 -4.2591
H: -3.5837 -1.0430 -3.8370
H: -2.4535 0.2325 -3.2676
H: -5.9558 0.5027 -4.1537
C: 4.7893 -3.7577 -4.6731
O: 5.1671 -3.3683 -5.8213
N: 5.2970 -3.1378 -3.5387
N: 3.7287 -4.7023 -4.4906
H: 6.1916 -2.7053 -3.6806
H: 5.1024 -3.5086 -2.6671
H: 3.7562 -5.2002 -3.5488
H: 3.6719 -5.3334 -5.2758
C: -1.2948 -3.3458 4.4147
O: -0.5944 -4.2505 4.8620
N: -1.9897 -3.5086 3.2856
N: -1.3422 -2.1263 4.9512
H: -2.2906 -2.7622 2.6945
H: -1.7932 -4.3880 2.7590
H: -1.5569 -1.2616 4.5045
H: -0.5125 -1.8807 5.4887
C: 0.8366 -5.8777 2.3364
O: 0.6316 -4.6869 2.1692
N: 0.9476 -6.7180 1.2566
N: 1.0641 -6.4368 3.4983
H: 0.7863 -6.2799 0.3250
H: 1.1772 -7.6912 1.2773
H: 0.7442 -5.8285 4.1870
H: 0.9297 -7.4007 3.7085
C: 2.6341 -6.0377 -1.6697
O: 3.1529 -7.0470 -2.1075
N: 1.2176 -5.8149 -1.6595
N: 3.4026 -5.0322 -1.1404
H: 0.6604 -6.4537 -2.3013
H: 0.9246 -4.8365 -1.7264
H: 2.9689 -4.1419 -1.0169
H: 4.2712 -5.1596 -0.6385
C: 2.0349 -1.7731 2.6090
O: 0.7974 -1.7505 2.2302
N: 3.1063 -1.6471 1.7152
N: 2.2803 -1.9057 3.9045
H: 2.6925 -1.5425 0.8221
H: 4.2904 -0.6555 1.7900
H: 3.1869 -2.1927 4.0862
H: 1.5639 -2.3854 4.3865
C: 7.0307 -1.7825 -0.6362
O: 7.4618 -2.6269 -1.3746
N: 7.7582 -1.3434 0.4248
N: 5.7029 -1.3279 -0.9053
H: 8.4728 -2.0479 0.6220
H: 7.2194 -0.8462 1.2012
H: 5.3183 -1.7785 -1.7529
H: 5.2159 -0.6649 -0.3025

Atoms 1-6, force components in eV/Å:
Li 0.0 -0.2 0.2
C -0.4 -1.0 1.8
C 1.5 -0.7 0.2
C 0.5 1.1 -0.2
O 0.1 0.1 -0.5
H -0.1 1.1 -1.8

Results of the Mulliken charge analysis, in e, for atoms 1 through 5:
1. Li 0.921
2. C -1.394
3. C 1.009
4. C 0.934
5. O -0.164